Computed, not measured: a structure of composition C43H36ClN2ORuSb2 in a non-equilibrium geometry, with ωB97M-V/def2-TZVPD.

Last column: Mulliken charge in e.
Atoms and positions in Å:
Ru: 0.7446 0.0631 -0.9100  -0.566
Cl: 5.0924 -0.1050 4.8452  -0.095
C: 3.8419 -0.1185 3.7333  -0.036
C: 2.5039 -0.2605 4.1855  -0.989
C: 1.4952 -0.2574 3.2835  -0.249
C: 1.7697 -0.1156 1.8736  1.478
O: 0.7914 -0.0837 1.0857  1.121
C: 3.1451 0.0053 1.4195  0.128
C: 3.5427 0.0938 0.0279  -0.831
N: 2.7712 0.0022 -0.9998  0.299
C: 3.2642 0.0097 -2.3496  0.018
C: 4.5786 -0.1012 -2.7083  -0.684
C: 4.9539 -0.0943 -4.0654  -1.210
C: 4.0065 0.0113 -5.0441  -0.766
C: 2.6368 0.1162 -4.7008  0.771
C: 1.6086 0.2230 -5.6649  -0.535
C: 0.3065 0.3261 -5.2596  -1.281
C: 0.0249 0.3167 -3.8919  -0.032
N: 0.9576 0.2039 -2.9585  0.561
C: 2.2722 0.1120 -3.3476  0.530
C: 4.1425 0.0105 2.3595  -1.234
H: 2.3074 -0.3685 5.2454  0.580
H: 0.4585 -0.3574 3.5837  0.769
H: 4.6046 0.2431 -0.1418  0.325
H: 5.3597 -0.2139 -1.9663  0.361
H: 6.0006 -0.1821 -4.3235  0.434
H: 4.2877 0.0050 -6.0910  0.471
H: 1.8635 0.2271 -6.7183  0.488
H: -0.5035 0.4164 -5.9703  0.470
H: -0.9945 0.4165 -3.5483  0.603
H: 5.1788 0.1080 2.0542  0.548
C: -2.6793 1.4763 -1.0241  -1.522
C: -2.6087 -0.0510 -1.1188  -0.523
C: -2.1541 -0.7888 0.1646  -0.574
Sb: -0.7441 -2.3365 -0.3257  1.266
C: 0.0348 -3.0410 1.4991  0.297
C: -0.8229 -3.1713 2.5862  -0.448
C: -0.3275 -3.6813 3.7814  -0.700
C: 1.0076 -4.0571 3.8834  -0.597
C: 1.8599 -3.9251 2.7931  -0.636
C: 1.3760 -3.4125 1.5943  -0.540
C: -2.0697 -3.8935 -0.8587  0.471
C: -3.4061 -3.5968 -1.1133  -0.080
C: -4.3042 -4.6499 -1.2172  -0.701
C: -3.8578 -5.9638 -1.1116  -0.546
C: -2.5110 -6.2417 -0.8982  -0.632
C: -1.5985 -5.2053 -0.7869  -0.663
Sb: -0.8067 2.3412 -0.4150  1.191
C: -1.2090 4.3665 -0.8922  0.519
C: -1.7387 4.6767 -2.1426  -0.449
C: -2.1903 5.9682 -2.3774  -0.674
C: -2.0915 6.9320 -1.3820  -0.518
C: -1.5418 6.6139 -0.1469  -0.670
C: -1.0866 5.3246 0.1088  -0.324
C: -0.9432 2.4424 1.6961  0.804
C: 0.2129 2.7207 2.4256  -0.547
C: 0.1496 2.8566 3.8077  -0.772
C: -1.0658 2.7031 4.4637  -0.766
C: -2.2179 2.4278 3.7375  -0.770
C: -2.1605 2.3008 2.3526  -0.558
H: -3.4403 1.8444 -0.3362  0.696
H: -2.9030 1.8963 -2.0058  0.681
H: -1.9215 -0.2773 -1.9371  0.061
H: -3.5723 -0.4405 -1.4499  0.586
H: -2.9881 -1.2183 0.7194  0.878
H: -1.6149 -0.1360 0.8576  -0.301
H: -1.8703 -2.8991 2.5134  0.408
H: -0.9924 -3.8023 4.6272  0.466
H: 1.3804 -4.4690 4.8126  0.470
H: 2.8937 -4.2401 2.8694  0.521
H: 2.0412 -3.3281 0.7410  0.472
H: -3.7625 -2.5810 -1.2212  0.236
H: -5.3527 -4.4404 -1.3849  0.430
H: -4.5635 -6.7778 -1.2111  0.420
H: -2.1696 -7.2660 -0.8218  0.430
H: -0.5498 -5.4267 -0.6263  0.391
H: -1.7995 3.9395 -2.9348  0.369
H: -2.6183 6.2196 -3.3398  0.413
H: -2.4333 7.9398 -1.5750  0.418
H: -1.4685 7.3671 0.6274  0.417
H: -0.6573 5.0899 1.0734  0.398
H: 1.1647 2.8672 1.9215  0.537
H: 1.0448 3.0969 4.3703  0.527
H: -1.1191 2.8140 5.5392  0.470
H: -3.1693 2.3262 4.2459  0.475
H: -3.0768 2.1142 1.8054  0.340

Calculated values
- Kohn-Sham gap (alpha / beta) (eV) = 4.32 / 4.09
- total charge = +3
- E_HOMO (alpha / beta) (eV) = -15.600 / -15.520
- LUMO energy (alpha / beta) (eV) = -11.275 / -11.427
- maximum force (hartree/bohr) = 0.0565
- molar mass (g/mol) = 976.82

Computed, not measured: an isolated molecule of C2H8N4O in a non-equilibrium geometry, with ωB97M-V/def2-TZVPD.

Last column: natural (NBO) charge in e.
Atoms and positions in Å:
C: 1.5202 -0.9288 0.3413  -0.416
C: -0.5936 -0.0008 -0.3145  0.474
H: 1.1394 -1.5933 1.1422  0.178
H: 2.3989 -1.4594 -0.0936  0.208
H: 1.8851 0.0089 0.7825  0.202
H: 0.3146 -1.5341 -1.2016  0.385
H: -1.6727 -1.4759 0.4176  0.345
H: -2.5172 0.8697 0.2788  0.483
H: 0.5815 2.6659 0.5190  0.362
H: 1.2857 1.6002 -0.6030  0.347
N: 0.5556 -0.6822 -0.7223  -0.651
N: -1.7907 -0.7592 -0.3208  -0.320
N: -0.6388 1.2156 0.0066  -0.377
N: 0.4247 2.0725 -0.3015  -0.650
O: -2.8927 0.0008 0.0693  -0.571

Calculated values
- Kohn-Sham gap (eV) = 9.09
- energy above the lowest of the compared OMol25 structures with the same formula, charge and spin (kcal per mole) = 86.4
- E_HOMO (eV) = -8.339
- LUMO energy (eV) = 0.752
- SMILES = CN/C(=N\N)NO
- maximum force (hartree/bohr) = 0.0256
- molar mass (g/mol) = 104.11

Computed, not measured: a structure of composition C17H23F3KN5S, with ωB97M-V/def2-TZVPD.

Last column: natural (NBO) charge in e.
Atoms and positions in Å:
K: 1.0174 0.5279 -0.9234  0.891
C: 1.9783 3.2514 1.1086  -0.233
C: 1.9025 1.9434 1.8986  -0.237
N: 0.6501 1.2125 1.6979  -0.664
C: -0.5724 1.8965 2.1009  -0.237
C: -1.6378 1.9241 1.0010  -0.217
N: -1.1442 2.4116 -0.2855  -0.653
C: -0.6957 3.8054 -0.2986  -0.238
C: 0.7066 3.9883 -0.8890  -0.213
N: 1.6820 3.0869 -0.3071  -0.671
H: 1.2896 3.9842 1.5365  0.177
H: 2.9803 3.6619 1.2691  0.203
H: 2.7170 1.2919 1.5726  0.235
H: 2.0799 2.1939 2.9565  0.166
H: 0.7231 0.3103 2.1488  0.371
H: -1.0297 1.4240 2.9765  0.195
H: -0.3368 2.9169 2.4099  0.185
H: -1.9982 0.9059 0.8365  0.197
H: -2.4864 2.5133 1.3840  0.167
H: -1.8590 2.2670 -0.9847  0.364
H: -1.3801 4.4431 -0.8674  0.194
H: -0.7106 4.1972 0.7204  0.183
H: 0.6707 3.7898 -1.9636  0.194
H: 0.9643 5.0538 -0.7699  0.167
H: 2.5258 3.0152 -0.8588  0.391
S: 4.0081 0.1794 -0.9219  -0.513
C: 3.5401 -1.4812 -0.8433  0.073
C: 4.5290 -2.4732 -0.6114  -0.277
C: 4.1884 -3.8005 -0.5705  -0.171
C: 2.8545 -4.1715 -0.7640  -0.313
C: 1.9477 -3.1606 -0.9774  0.028
N: 2.2505 -1.8554 -1.0108  -0.567
H: 5.5510 -2.1498 -0.4757  0.224
H: 4.9481 -4.5534 -0.3964  0.208
H: 2.5395 -5.2058 -0.7552  0.209
H: 0.9013 -3.4022 -1.1473  0.170
F: -4.5520 -4.5841 0.5219  -0.315
C: -4.7974 -3.5919 -0.3445  0.971
F: -5.2073 -4.1485 -1.4977  -0.317
F: -5.8318 -2.8780 0.1389  -0.318
C: -3.5922 -2.7133 -0.5620  -0.104
C: -2.4514 -2.8486 0.2065  -0.221
C: -1.3888 -1.9922 -0.0489  0.045
N: -1.4207 -1.0494 -0.9864  -0.435
C: -2.5277 -0.9348 -1.7185  0.034
C: -3.6399 -1.7400 -1.5475  -0.218
H: -2.3814 -3.6032 0.9765  0.242
H: -0.4672 -2.0739 0.5175  0.211
H: -2.5204 -0.1662 -2.4834  0.197
H: -4.5169 -1.6177 -2.1683  0.237

Calculated values
- Kohn-Sham gap (eV) = 6.22
- energy above the lowest of the compared OMol25 structures with the same formula, charge and spin (kcal per mole) = 0.0
- E_HOMO (eV) = -6.391
- LUMO energy (eV) = -0.169
- maximum force (hartree/bohr) = 0.0091
- molar mass (g/mol) = 425.56

Q: Which formula does entry 2 have?
A: C2H8N4O

Q: molar mass of number 3 (C17H23F3KN5S)?
A: 425.56 g/mol